{"formula": "C23H36N3O2", "method": "the ωB97M-V functional and the def2-TZVPD basis", "gap_ev": 8.048, "total_energy_ev": -32992.821, "smiles": "COCC[NH+](CCOC)C(c1ccc(N(C)C)cc1)c1ccc(N(C)C)cc1", "homo_energy_ev": -9.84, "relative_energy_ev": 0.000, "lumo_energy_ev": -1.796, "charge": 1, "symbols": ["C", "N", "C", "C", "C", "C", "C", "C", "C", "C", "C", "C", "N", "C", "C", "C", "C", "C", "C", "H", "H", "H", "H", "H", "H", "H", "H", "H", "H", "H", "H", "H", "H", "H", "H", "H", "H", "H", "H", "H", "C", "O", "C", "C", "N", "C", "C", "O", "C", "H", "H", "H", "H", "H", "H", "H", "H", "H", "H", "H", "H", "H", "H", "H"], "coordinates": [[5.769, -0.683, -1.339], [5.858, -0.254, 0.044], [7.207, -0.137, 0.565], [4.722, 0.104, 0.715], [4.696, 0.355, 2.117], [3.502, 0.673, 2.745], [2.303, 0.723, 2.032], [1.001, 1.029, 2.745], [0.404, 2.352, 2.367], [-0.737, 2.809, 3.057], [-1.420, 3.938, 2.643], [-0.893, 4.739, 1.590], [-1.599, 5.807, 1.107], [-0.956, 6.864, 0.356], [-3.049, 5.863, 1.159], [0.386, 4.409, 1.079], [1.009, 3.226, 1.450], [2.315, 0.552, 0.644], [3.497, 0.205, 0.000], [4.895, -1.336, -1.472], [5.701, 0.177, -2.026], [6.672, -1.252, -1.576], [7.230, -0.041, 1.653], [7.758, -1.048, 0.290], [7.729, 0.735, 0.135], [5.608, 0.290, 2.713], [3.481, 0.860, 3.824], [1.222, 1.100, 3.817], [-1.129, 2.239, 3.900], [-2.349, 4.225, 3.146], [-0.007, 7.138, 0.834], [-0.748, 6.569, -0.682], [-1.632, 7.726, 0.350], [-3.441, 5.208, 1.945], [-3.348, 6.901, 1.361], [-3.497, 5.547, 0.198], [0.880, 5.070, 0.364], [1.981, 2.980, 1.019], [1.397, 0.731, 0.069], [3.467, 0.050, -1.080], [-1.360, -3.204, 0.158], [-1.098, -2.219, 1.150], [-1.374, -0.905, 0.688], [-1.262, 0.044, 1.862], [0.041, -0.149, 2.605], [-0.253, -0.733, 3.999], [0.752, -1.827, 4.303], [1.924, -1.572, 3.553], [2.987, -2.478, 3.755], [-1.110, -4.164, 0.613], [-2.412, -3.234, -0.173], [-0.734, -3.038, -0.732], [-0.679, -0.607, -0.123], [-2.401, -0.838, 0.289], [-1.390, 1.073, 1.536], [-2.061, -0.176, 2.582], [0.571, -0.892, 2.150], [-0.182, 0.104, 4.704], [-1.269, -1.138, 3.993], [0.978, -1.855, 5.385], [0.319, -2.795, 3.994], [3.780, -2.152, 3.080], [3.348, -2.449, 4.796], [2.687, -3.507, 3.507]], "forces_ev_per_a": [[-0.013, 0.109, 0.054], [0.061, -0.293, 0.027], [0.101, -0.001, -0.008], [-0.363, -0.002, 0.190], [-0.019, 0.160, -0.309], [-0.047, -0.170, -0.232], [-0.354, 0.382, -0.162], [1.406, 0.927, 0.153], [-0.068, 0.709, 0.121], [-0.052, 0.038, -0.580], [0.233, 0.009, -0.078], [-0.032, -0.230, 0.002], [-0.134, 0.208, 0.350], [0.138, -0.219, -0.130], [-0.069, -0.005, 0.016], [-0.231, 0.191, 0.145], [-0.325, -0.206, 0.172], [0.362, -0.270, 0.481], [-0.115, 0.183, -0.088], [0.340, 0.153, -0.096], [-0.036, -0.281, 0.028], [-0.184, 0.098, -0.060], [-0.060, -0.041, -0.245], [-0.015, 0.294, 0.162], [-0.114, -0.235, 0.121], [-0.329, 0.089, -0.233], [0.087, -0.134, -0.362], [-0.005, -0.319, -0.247], [-0.006, 0.036, -0.184], [0.522, -0.113, -0.140], [-0.212, 0.060, -0.112], [-0.043, 0.123, 0.057], [0.300, -0.115, -0.044], [0.027, 0.357, -0.306], [-0.102, -0.372, 0.020], [0.116, 0.123, 0.264], [-0.218, -0.256, 0.201], [-0.375, 0.068, 0.088], [0.369, -0.267, 0.129], [0.086, 0.177, 0.446], [0.140, -0.277, -0.217], [-0.278, 0.475, -0.217], [0.065, -0.079, -0.121], [-0.429, -0.249, 0.021], [-1.154, -0.434, 1.003], [0.065, 0.523, -0.309], [0.384, -0.809, 0.119], [-0.540, 0.147, 0.279], [0.158, -0.296, 0.115], [-0.009, 0.090, -0.159], [0.251, 0.226, 0.317], [-0.061, -0.062, 0.220], [-0.158, -0.234, 0.231], [0.265, 0.018, 0.088], [0.253, -0.063, -0.013], [0.184, 0.185, -0.364], [0.177, -0.065, -0.297], [-0.172, -0.301, -0.214], [0.328, 0.066, 0.105], [-0.179, -0.047, -0.338], [0.207, 0.149, 0.205], [-0.053, -0.125, 0.146], [-0.110, 0.010, -0.261], [0.042, 0.188, 0.050]], "nbo_charge": [-0.41, -0.41, -0.40, 0.19, -0.28, -0.18, -0.02, -0.07, -0.17, -0.18, -0.27, 0.23, -0.41, -0.41, -0.40, -0.31, -0.10, -0.25, -0.24, 0.21, 0.20, 0.21, 0.21, 0.20, 0.20, 0.22, 0.22, 0.22, 0.20, 0.22, 0.21, 0.19, 0.22, 0.21, 0.21, 0.19, 0.23, 0.22, 0.21, 0.22, -0.25, -0.56, -0.08, -0.24, -0.40, -0.21, -0.09, -0.57, -0.25, 0.21, 0.18, 0.18, 0.18, 0.20, 0.26, 0.22, 0.48, 0.22, 0.23, 0.20, 0.19, 0.21, 0.18, 0.18]}